A 9-piece molecular cluster, C36H68BrCl2N11O15 overall in a non-equilibrium geometry, computed with wB97M-V/def2-TZVPD.

```
133
Properties=species:S:1:pos:R:3:forces:R:3:lowdin_charge:R:1
C 5.6864 -1.7545 1.9014 0.114 0.579 -0.587 -0.13
C 5.4176 -3.1843 1.1438 -0.055 0.565 -0.392 -0.14
C 4.9230 -2.9303 -0.3989 3.591 -2.688 -4.738 -0.28
O 5.6224 -3.4854 -1.3937 -4.487 3.475 5.889 -0.02
O 3.7073 -2.1510 -0.7906 1.258 -2.480 1.537 -0.14
C 2.7087 -3.1917 -1.0948 -0.182 -0.959 -1.704 -0.19
C 1.1468 -2.7240 -0.9297 0.444 -0.611 -0.231 -0.09
C 0.6451 -2.4924 0.6126 -1.903 1.389 -1.173 -0.54
Br 1.9705 -2.2830 2.0942 0.692 1.258 -1.484 0.88
C -0.1577 -1.0263 0.6685 -0.542 -1.762 4.381 -0.41
O -1.2515 -0.8542 -0.3017 0.185 4.779 -0.122 0.01
C -1.7433 0.5319 -0.3514 -2.028 6.588 0.143 -0.05
N -2.1731 1.7771 -0.3708 4.229 -12.278 0.083 0.16
O 0.7754 0.0837 0.9363 -2.226 -0.882 -0.182 -0.09
N 1.5005 0.4120 -0.1473 3.878 3.055 -0.195 0.01
O 2.3893 1.2193 0.1521 -3.606 -3.039 -0.918 0.05
N -0.8383 -1.1753 2.0398 -2.014 -1.689 0.618 0.09
C -1.0918 -2.5788 2.5443 -1.468 -1.333 2.141 -0.28
O -1.6671 -3.0191 3.6768 3.750 3.518 -7.799 0.00
C -0.4764 -3.4835 1.2811 1.044 -0.215 1.597 -0.54
Cl 0.6221 -4.6802 2.2484 -2.216 -1.169 -1.217 0.59
C -1.5976 -4.2071 0.3239 -0.547 -1.008 0.669 -0.09
C -1.3600 -5.8507 0.5146 -3.352 -2.852 5.055 -0.61
O -1.9537 -6.5598 1.4938 4.263 4.960 -7.360 -0.07
Cl -0.1660 -6.6182 -0.7136 -1.607 1.009 1.668 0.57
H 4.7175 -1.2672 2.3413 1.918 -1.288 -0.542 0.04
H 6.5259 -1.9183 2.7002 -1.950 0.323 -1.260 0.09
H 6.1090 -0.9814 1.1029 -1.147 -2.093 2.266 0.05
H 4.6193 -3.8755 1.6838 1.631 1.528 -1.101 0.11
H 6.4598 -3.7580 1.0738 -2.554 1.190 -0.174 0.14
H 3.0074 -4.1582 -0.5066 -1.134 1.710 -0.873 0.14
H 2.8548 -3.4556 -2.2501 -0.473 0.452 2.488 0.16
H 0.4761 -3.5650 -1.4467 1.550 1.702 1.192 0.12
H 0.9624 -1.7462 -1.5693 0.516 -1.955 1.518 0.14
H -1.7766 -0.7299 2.1413 1.276 0.328 -0.138 0.15
H -2.7018 -4.0122 0.7249 2.565 -0.434 -0.598 0.15
H -1.5832 -3.8701 -0.7974 0.404 -0.786 2.156 0.12
C 6.8257 0.1013 -2.6098 -0.250 -0.044 -0.093 0.00
C 7.5025 -0.1554 -1.2917 0.116 -0.153 0.468 -0.49
O 6.9317 -0.7191 -0.3609 0.708 0.502 -1.230 0.00
N 8.7934 0.2601 -1.1474 -0.713 -0.302 0.132 0.01
C 9.6275 0.9333 -2.1140 0.289 -0.020 0.317 -0.08
H 5.8031 -0.2837 -2.5780 0.262 0.002 0.144 0.09
H 6.7848 1.1764 -2.8057 0.088 -0.109 -0.134 0.09
H 7.3635 -0.4113 -3.4122 -0.049 0.183 -0.007 0.09
H 9.1842 0.0536 -0.2341 -0.103 0.059 -0.284 0.15
H 10.5118 0.3150 -2.2894 0.034 0.218 -0.228 0.08
H 9.9372 1.8910 -1.6874 0.103 0.033 -0.300 0.08
H 9.1130 1.1072 -3.0602 0.025 -0.087 0.250 0.08
C -2.7622 -4.2915 -5.1394 0.007 0.249 -0.038 -0.01
C -1.7637 -5.0381 -4.2986 0.400 -0.301 0.296 -0.55
O -0.7290 -4.5151 -3.8912 -0.155 0.083 0.112 -0.01
N -2.0368 -6.3382 -3.9902 0.377 0.760 -0.027 0.00
C -3.1870 -7.1228 -4.3703 0.101 -0.281 0.090 -0.07
H -2.4117 -3.2693 -5.3038 0.105 -0.249 0.109 0.08
H -2.8718 -4.7803 -6.1115 -0.269 0.044 0.167 0.09
H -3.7260 -4.2482 -4.6248 -0.024 -0.177 -0.309 0.07
H -1.3203 -6.7771 -3.4215 -0.207 0.137 -0.166 0.10
H -3.6832 -7.4630 -3.4576 -0.205 -0.091 -0.210 0.08
H -2.8352 -7.9912 -4.9335 -0.277 -0.041 -0.016 0.08
H -3.8948 -6.5582 -4.9791 0.126 -0.022 0.163 0.05
C 2.7599 -0.5500 5.5677 -0.188 -0.164 -0.019 -0.02
C 4.2084 -0.2597 5.2873 0.902 -0.250 -0.233 -0.54
O 4.9921 -1.1317 4.9193 -0.491 0.315 0.275 0.01
N 4.6446 1.0216 5.4538 -0.065 -0.720 -0.101 0.00
C 3.8860 2.1749 5.8751 0.371 0.242 -0.107 -0.09
H 2.5577 -1.6099 5.3926 0.183 0.207 0.017 0.08
H 2.5282 -0.3216 6.6118 -0.137 0.076 -0.152 0.09
H 2.1246 0.0383 4.8998 -0.062 0.016 0.196 0.08
H 5.6305 1.1424 5.2467 -0.320 -0.046 0.037 0.14
H 3.9451 2.9281 5.0850 -0.248 0.153 0.271 0.09
H 4.3458 2.5708 6.7844 -0.277 0.214 -0.028 0.07
H 2.8395 1.9371 6.0718 0.248 -0.003 -0.067 0.08
C -3.6592 4.1328 0.2470 -0.226 -0.113 -0.195 -0.04
C -4.9857 4.7961 -0.0011 -0.637 0.131 -0.245 -0.54
O -5.8344 4.3066 -0.7428 0.360 0.081 0.243 0.01
N -5.2333 5.9799 0.6291 -0.094 -0.553 -0.403 0.00
C -4.3723 6.7085 1.5297 -0.336 0.279 0.006 -0.08
H -3.6038 3.2000 -0.3201 -0.345 0.681 0.236 0.02
H -2.8470 4.7868 -0.0824 0.051 -0.082 0.185 0.08
H -3.5515 3.8984 1.3097 0.180 0.077 -0.081 0.09
H -6.1459 6.3680 0.4149 0.282 -0.102 0.077 0.14
H -4.8931 6.8171 2.4847 0.297 0.113 0.082 0.08
H -4.1938 7.6989 1.1028 0.210 0.006 0.251 0.08
H -3.4176 6.2062 1.6924 -0.235 0.032 -0.097 0.08
C -7.0187 -3.4334 -6.4240 0.219 -0.015 -0.193 -0.01
C -6.8801 -4.6348 -5.5303 0.027 -0.325 0.089 -0.53
O -5.8812 -5.3504 -5.5449 -0.064 0.105 0.099 0.00
N -7.9101 -4.9205 -4.6834 0.712 -0.033 -0.351 0.01
C -9.1546 -4.2080 -4.5197 -0.148 -0.243 0.241 -0.08
H -6.1230 -3.3308 -7.0420 -0.123 -0.234 0.133 0.09
H -7.8821 -3.5561 -7.0838 0.009 0.162 0.101 0.09
H -7.1275 -2.5286 -5.8196 -0.262 -0.147 -0.218 0.04
H -7.7468 -5.7430 -4.1123 -0.067 0.246 -0.184 0.14
H -9.2243 -3.8798 -3.4792 -0.241 0.180 -0.153 0.08
H -9.9733 -4.8999 -4.7342 -0.151 0.226 0.032 0.08
H -9.2295 -3.3418 -5.1789 0.169 -0.167 0.173 0.08
C 0.4663 6.4705 -2.1240 -0.064 0.241 -0.137 -0.02
C 1.4648 5.7239 -1.2832 0.927 -0.026 0.522 -0.55
O 2.4994 6.2469 -0.8758 -0.592 -0.158 -0.275 0.02
N 1.1917 4.4238 -0.9748 0.238 0.638 -0.114 0.01
C 0.0415 3.6392 -1.3549 0.320 -0.206 0.371 -0.11
H 0.8168 7.4927 -2.2884 0.044 -0.277 0.126 0.09
H 0.3567 5.9817 -3.0961 -0.186 0.044 0.107 0.09
H -0.4976 6.5138 -1.6093 -0.017 -0.066 -0.203 0.08
H 1.9082 3.9849 -0.4060 -0.199 0.085 -0.165 0.13
H -0.4547 3.2990 -0.4422 -0.110 -0.005 -0.312 0.05
H 0.3933 2.7708 -1.9181 -0.320 -0.073 -0.056 0.08
H -0.6663 4.2038 -1.9636 0.179 -0.049 0.121 0.08
C -5.5377 -1.2524 -3.6348 0.155 -0.221 -0.080 0.00
C -6.8643 -0.5891 -3.8829 -0.691 0.562 0.032 -0.52
O -7.7129 -1.0785 -4.6247 0.148 0.176 0.303 0.00
N -7.1118 0.5948 -3.2527 0.009 -0.970 -0.581 0.01
C -6.2508 1.3234 -2.3521 -0.285 0.425 0.062 -0.08
H -5.4823 -2.1851 -4.2020 -0.097 0.204 0.087 0.07
H -4.7255 -0.5984 -3.9642 0.008 -0.085 0.193 0.09
H -5.4300 -1.4867 -2.5721 0.146 0.104 -0.093 0.09
H -8.0245 0.9829 -3.4669 0.285 -0.093 0.071 0.15
H -6.7716 1.4320 -1.3971 0.324 0.177 0.032 0.09
H -6.0723 2.3138 -2.7791 0.182 -0.023 0.363 0.08
H -5.2961 0.8211 -2.1895 -0.214 0.022 -0.103 0.07
C 4.0655 7.2660 7.5626 -0.013 0.213 -0.157 -0.01
C 3.6129 5.8424 7.7356 -0.514 -0.702 -0.399 -0.55
O 2.9085 5.2734 6.9050 0.367 0.309 0.369 0.02
N 4.0098 5.1804 8.8599 -0.232 0.150 -0.549 0.00
C 4.8298 5.6710 9.9416 -0.064 -0.416 0.169 -0.08
H 3.6734 7.6638 6.6230 0.028 -0.237 0.200 0.09
H 3.6865 7.8810 8.3837 0.208 0.012 -0.043 0.09
H 5.1576 7.3093 7.5277 -0.098 0.133 0.133 0.09
H 3.6676 4.2265 8.9086 0.094 0.304 0.008 0.14
H 5.7123 5.0301 10.0171 0.084 0.239 0.213 0.08
H 4.2520 5.5975 10.8667 0.261 0.169 0.106 0.08
H 5.1442 6.7048 9.7915 -0.120 -0.225 -0.058 0.08
```
Forces are in eV/Å.

Calculated values
* 2S+1: 1
* orbital gap: 8.31 eV
* energy: -6637.46132 Ha